Density functional theory data (wB97M-V/def2-TZVPD) for a molecular structure, C63H60AsN4O2RbS at a distorted geometry.

LUMO energy = 2.6 eV
Charge = -2
Energy relative to the best compared isomer or geometry (same formula, charge and spin) = 117.70 kJ/mol
HOMO level = -1.627 eV

Geometry as XYZ:
```
132
Properties=species:S:1:pos:R:3:mulliken_charge:R:1
N -0.46519 -0.16237 3.83796 0.40
H 1.05695 -2.65716 -1.35432 0.24
C 4.25170 1.11977 3.92932 -0.17
C -0.92888 -1.23233 4.48519 0.47
C 0.93538 2.83019 -3.19105 1.06
H -5.41278 1.10972 -1.27093 0.40
H 2.17196 0.56915 5.78421 0.54
H 0.17025 -2.35998 1.04742 -0.98
H -5.65285 -6.79671 2.41922 0.36
C 0.64024 0.44860 4.26768 -0.28
H -6.17575 -4.68573 3.61239 0.37
H 4.42540 4.65187 -0.94419 0.43
C -2.53566 0.26849 -3.70072 -0.21
H -4.01098 0.36207 -5.24353 0.40
H -5.59131 3.77946 2.59531 0.40
C 0.20843 -3.05866 -1.90979 -1.63
C 0.28966 -2.19791 -6.09328 -0.96
C -0.19293 -4.32828 3.75601 0.00
H 4.22318 2.19734 3.80402 0.35
H 3.02310 -0.65457 -2.87457 0.22
C 3.98879 3.92922 -0.26456 -0.40
H -1.17651 3.68164 0.53977 0.37
H 0.02102 -4.30206 -7.66243 0.36
H 2.42774 -3.36583 1.10124 0.28
H -2.60573 -2.48612 4.76172 0.51
H 2.54102 5.29966 0.52099 0.35
C 1.17662 1.54158 3.40446 -0.70
C -4.61837 3.79197 2.12730 -0.77
C 2.93857 4.29072 0.56108 -0.98
C -2.16577 3.73812 0.98251 -0.38
C 2.85670 2.06371 1.50613 -0.37
H 1.68507 2.30605 3.99814 0.58
C 5.18456 0.55178 4.78571 -0.95
H 3.34256 -0.53818 -4.60832 0.27
C -5.11246 6.05333 1.18297 0.19
H 0.17679 -4.14007 -1.77407 0.32
C 0.43261 -3.07062 1.81918 2.11
As 0.63097 -0.06592 -2.25024 2.70
H -0.94179 -4.63301 4.48030 0.61
S -6.53907 6.28155 2.00521 -0.40
H -0.69732 -2.63927 -1.46217 0.33
H 1.49422 0.47340 -6.16536 0.45
C 5.23159 -0.82797 4.94900 -0.50
C 2.89012 3.64554 -4.39321 0.95
H -3.43810 -7.05189 1.32890 0.36
H 0.26664 -1.98538 -7.15964 0.25
C 2.37634 3.36528 1.43665 0.05
H -0.91955 -5.17946 -6.44717 0.33
H -1.74067 0.02089 -4.38888 0.40
C 2.22364 0.92498 2.33829 2.18
C -2.16777 -1.88392 3.96254 -1.65
O -2.18708 -2.15289 1.51856 -0.96
H -3.12954 0.77167 -0.40097 0.06
C 1.69885 -3.63922 1.85514 -0.79
C 3.43115 2.37160 -4.31183 -1.04
H 1.32952 -5.58053 4.60155 0.35
C 0.48222 0.24483 -5.81801 -2.17
C 3.43765 -0.01555 -3.65226 -2.19
H 5.95715 -1.27235 5.62181 0.38
C 0.01953 -4.65215 -6.62930 -1.66
C 0.41640 -1.13198 -5.19864 0.45
C 2.02812 -4.54224 2.85576 -0.30
C 4.34263 -1.62734 4.24323 -0.58
C 3.34322 0.32370 3.23303 -0.64
C -2.96216 4.85010 0.78432 -0.85
C -0.29235 -1.73131 5.62172 -0.60
C -0.52876 -3.41045 2.76290 -1.15
H -0.42392 4.27089 -2.36377 0.51
H 5.87848 1.18547 5.32859 0.38
N -2.53794 2.68700 1.70410 0.06
C 2.74469 1.32739 -3.70294 0.78
C -3.66799 -6.15019 1.88654 -0.68
H -5.87054 0.94361 -3.71024 0.31
H -0.57685 2.64049 -1.66649 -0.29
H 3.01852 -4.98273 2.88983 0.41
C 1.45789 1.52503 -3.17560 -0.31
C -2.22711 0.40784 -2.32181 0.15
C -5.20006 -4.82899 3.15963 -0.70
H 1.32448 -1.42216 7.00010 0.39
H 4.36623 -2.70518 4.36502 0.43
C -2.97784 -3.97133 2.69981 -0.62
C 4.46761 2.62323 -0.21703 -0.66
H 0.83126 -5.37376 -6.51012 0.33
C 3.40822 -1.05151 3.39423 0.22
C 1.07741 -4.88064 3.81142 -1.23
H 0.35450 1.97344 2.83005 0.23
Rb -0.77965 -0.25408 0.97329 1.05
C 0.17328 -3.50562 -5.66393 0.86
C -4.24587 -3.82504 3.25868 -0.48
H -1.21851 2.97010 -3.26315 0.26
C -3.32919 0.69751 -1.46637 -0.41
C -4.23469 4.89831 1.36378 0.96
H 1.22137 4.85313 -3.82298 0.25
C -4.91437 -6.00560 2.48367 -0.46
H 3.08936 5.70044 -5.00871 0.35
C -3.74532 2.72952 2.26364 -0.45
H -2.87444 -1.11865 3.64014 0.25
H 5.27164 2.31822 -0.87797 0.32
H 3.78927 4.53353 -6.13572 0.34
C 0.29013 -2.70271 -3.37627 0.12
H 4.50111 0.12534 -3.44958 0.58
N -1.00740 0.36345 -1.76269 0.81
C -3.82050 0.46238 -4.17862 -0.72
C 1.29743 0.03943 5.42966 -0.69
H -5.41364 7.70703 0.12027 0.23
H -4.16378 6.72920 -0.49647 0.23
C 3.63801 4.76030 -5.07726 -1.75
O 1.64324 0.06896 1.50107 -0.40
H -1.75892 -5.25969 1.50154 0.38
H 1.54393 3.66897 2.06164 0.34
H -4.01986 1.86236 2.85413 0.46
H 4.25422 0.68259 0.67249 0.32
C -4.87009 0.78308 -3.32469 -0.69
H -0.18379 0.29198 -6.68295 0.51
C 3.90665 1.70868 0.65575 -0.10
H -4.50433 -2.90261 3.76410 0.36
H 4.62245 4.90496 -4.62556 0.35
H 4.41980 2.18471 -4.72589 0.36
C -2.71840 -5.14663 1.99079 -0.32
C 0.44307 -1.36707 -3.81865 0.38
H 2.69478 -1.65181 2.84651 -0.30
H 0.19307 1.01989 -5.11719 0.10
H 0.05424 -4.75567 -3.93152 0.33
C -1.95079 -2.80919 2.66049 2.65
H -0.67958 -2.60792 6.12443 0.33
C 1.65163 3.85493 -3.80886 -0.70
H -2.58084 5.68379 0.21011 0.35
C 0.82314 -1.07024 6.10515 -1.10
C -4.60283 0.88622 -1.95920 -0.50
N -4.70466 7.01609 0.30694 -0.38
C -0.39469 3.19878 -2.58077 -1.63
C 0.16836 -3.73772 -4.29412 -1.02
```